A.
The following is a quantum chemistry calculation of a cluster of 2 separate species, C2H4ClNO in total, from OMol25.

Calculated values
* HOMO level: -10.5 eV
* SMILES: OCCl.C#N
* net charge: 0

Last column: Mulliken charge in e.
Cartesian coordinates (Å):
O 1.096 -0.092 -0.347  -0.403
C 0.634 1.184 -0.536  -0.200
Cl -0.296 1.713 -2.013  -0.189
H 1.992 -0.097 -0.536  0.280
H -0.241 1.092 0.129  0.155
H 1.144 2.001 0.021  0.355
C -1.331 -1.773 1.038  0.059
N -2.203 -1.922 0.334  -0.334
H -0.795 -2.106 1.911  0.277

B.
The following is a quantum chemistry calculation of an isolated molecule of C2H4ClNO, from OMol25.

Calculated values
* HOMO level: -9.6 eV
* SMILES: NC(=O)CCl
* net charge: 0

Last column: Mulliken charge in e.
Cartesian coordinates (Å):
N 0.464 1.373 -0.142  -0.467
C 0.620 0.044 -0.166  0.462
O 1.725 -0.690 -0.201  -0.604
C -0.589 -1.042 0.031  -0.244
Cl -2.022 0.050 -0.152  -0.267
H -0.474 1.820 0.104  0.262
H 1.274 1.863 0.405  0.303
H -0.341 -1.730 0.956  0.296
H -0.657 -1.688 -0.835  0.258

C.
The following is a quantum chemistry calculation of a cluster of 2 separate species, C2H4ClNO in total, from OMol25.

Calculated values
* HOMO level: -8.7 eV
* net charge: 0

Last column: Mulliken charge in e.
Cartesian coordinates (Å):
C 0.153 -0.788 -0.228  0.449
C 0.385 0.413 0.540  -0.735
N 0.055 -1.658 -1.010  -0.535
O -2.477 0.203 -2.461  -0.564
Cl -2.232 -1.254 -2.974  0.162
H 0.425 0.215 1.615  0.289
H -0.612 0.865 0.497  0.259
H 1.384 0.925 0.284  0.277
H -0.853 -1.429 -2.547  0.397

B ends up most stable, edging out the next structure by 104.0 kJ/mol.

A.
The following is a quantum chemistry calculation of a structure of composition C5H5NO, from OMol25.

Calculated values
* HOMO level (alpha / beta): -7.9 / -7.7 eV
* net charge: 0

Last column: Mulliken charge in e.
Cartesian coordinates (Å):
O -0.054 1.454 -1.522  -0.518
C -0.043 0.327 -0.754  0.754
C 1.300 0.002 -0.083  -0.299
C 0.990 -0.145 1.368  0.054
N -0.057 -0.299 1.984  -0.419
C -1.200 -0.212 -0.166  -0.566
C -1.225 -0.723 1.057  -0.412
H -0.895 1.912 -1.377  0.357
H -0.708 -0.689 -1.298  0.086
H 1.740 -0.947 -0.401  0.265
H 2.003 0.806 -0.311  0.328
H -1.850 -1.486 1.502  0.370

B.
The following is a quantum chemistry calculation of an isolated molecule of C5H5NO, from OMol25.

Calculated values
* HOMO level: -10.8 eV
* SMILES: C#C[C@@H](C#N)CO
* net charge: 0

Last column: Mulliken charge in e.
Cartesian coordinates (Å):
C 0.137 -2.176 -0.638  0.163
C -0.409 -1.120 -0.457  -0.880
C -0.715 0.292 -0.238  0.628
C -1.656 0.493 0.877  0.019
N -2.362 0.694 1.770  -0.398
C 0.649 1.055 0.045  -0.623
O 1.796 0.302 -0.204  -0.514
H 0.639 -3.098 -0.818  0.389
H -1.182 0.710 -1.138  0.265
H 0.623 1.429 1.076  0.342
H 0.703 1.899 -0.642  0.297
H 1.778 -0.480 0.368  0.312

B ends up most stable, edging out the next structure by 359.1 kJ/mol.

A.
The following is a quantum chemistry calculation of a cluster of 2 separate species, C3H3ClO2 in total, from OMol25.

Calculated values
* HOMO level: -9.9 eV
* SMILES: C=C=O.O=CCl
* net charge: 0

Last column: Mulliken charge in e.
Cartesian coordinates (Å):
C -0.730 -0.626 0.519  -1.471
C -1.507 0.384 0.335  1.133
O -2.091 1.401 0.162  -0.377
H -1.030 -1.582 0.205  0.344
H -0.075 -0.673 1.377  0.379
O 1.124 1.532 -0.809  -0.349
C 1.142 0.363 -0.709  0.211
Cl 2.427 -0.328 0.350  -0.199
H 0.740 -0.470 -1.429  0.329

B.
The following is a quantum chemistry calculation of a cluster of 2 separate species, C3H3ClO2 in total, from OMol25.

Calculated values
* HOMO level (alpha / beta): -8.4 / -7.7 eV
* net charge: 0

Last column: Mulliken charge in e.
Cartesian coordinates (Å):
C 0.066 0.597 -1.093  0.508
C -1.275 -0.850 0.645  0.210
C 1.000 0.435 0.024  -0.908
O -0.018 1.024 -2.177  -0.315
O -1.236 -0.387 1.722  -0.333
Cl -2.302 -2.128 0.112  -0.150
H 0.756 1.129 0.900  0.293
H 1.917 0.834 -0.336  0.340
H 1.091 -0.654 0.205  0.356

C.
The following is a quantum chemistry calculation of an isolated molecule of C3H3ClO2, from OMol25.

Calculated values
* HOMO level: -8.9 eV
* SMILES: C[C@]12O[C@@]1(Cl)O2
* net charge: 0

Last column: Mulliken charge in e.
Cartesian coordinates (Å):
C 0.846 0.001 0.938  -0.901
C -0.048 0.394 -0.232  0.576
O -1.306 1.086 -0.405  -0.480
C -1.089 -0.119 -1.068  0.525
Cl -1.991 -1.522 -1.114  -0.125
O 0.160 0.275 -1.664  -0.484
H 0.746 -0.946 1.454  0.297
H 0.907 0.821 1.692  0.282
H 1.774 0.010 0.399  0.309

A ends up most stable, edging out the next structure by 151.1 kJ/mol.

A.
The following is a quantum chemistry calculation of an isolated molecule of C5H14N2, from OMol25.

Calculated values
* HOMO level: -8.3 eV
* SMILES: CCN(C)CCN
* net charge: 0

Last column: Mulliken charge in e.
Cartesian coordinates (Å):
C -0.667 0.815 -2.769  -1.261
C -0.991 0.370 -1.326  -0.388
N 0.075 -0.252 -0.578  0.008
C 1.278 0.505 -0.480  -0.987
C -0.527 -0.722 0.668  -0.596
C 0.517 -1.028 1.850  -0.420
N 0.135 -0.834 3.272  -0.597
H -0.263 0.066 -3.456  0.303
H -1.584 1.193 -3.205  0.380
H 0.037 1.659 -2.716  0.351
H -1.847 -0.294 -1.521  0.313
H -1.351 1.185 -0.668  0.364
H 1.110 1.331 0.301  0.363
H 1.378 1.103 -1.377  0.225
H 2.197 0.019 -0.133  0.302
H -1.258 -0.090 1.209  0.276
H -0.952 -1.699 0.424  0.316
H 0.568 -2.099 1.634  0.195
H 1.501 -0.564 1.735  0.354
H -0.394 0.017 3.440  0.228
H 1.040 -0.683 3.696  0.271

B.
The following is a quantum chemistry calculation of an isolated molecule of C5H14N2, from OMol25.

Calculated values
* HOMO level: -8.0 eV
* SMILES: CCNCCCN
* net charge: 0

Last column: Mulliken charge in e.
Cartesian coordinates (Å):
C -2.069 -2.090 -0.430  -1.280
C -0.826 -1.752 0.337  -0.285
N -0.693 -0.325 0.624  -0.213
C 0.504 0.299 1.297  -0.541
C 0.666 1.703 0.752  -0.835
C 0.867 1.747 -0.920  -0.229
N 2.212 1.094 -1.365  -0.681
H -2.138 -1.593 -1.348  0.369
H -2.097 -3.203 -0.634  0.321
H -2.966 -1.841 0.193  0.302
H -0.911 -2.318 1.272  0.276
H 0.018 -1.989 -0.271  0.343
H -1.102 0.658 0.448  0.287
H 0.276 0.429 2.443  0.213
H 1.434 -0.405 1.328  0.316
H -0.203 2.429 0.980  0.315
H 1.661 2.163 1.213  0.303
H 0.040 1.165 -1.380  0.217
H 0.858 2.812 -1.276  0.323
H 2.306 0.203 -0.890  0.236
H 2.162 0.815 -2.373  0.242

C.
The following is a quantum chemistry calculation of an isolated molecule of C5H14N2, from OMol25.

Calculated values
* HOMO level: -8.4 eV
* SMILES: CCNC[C@H](C)N
* net charge: 0

Last column: Mulliken charge in e.
Cartesian coordinates (Å):
C -1.399 1.626 -0.533  -1.059
C -0.222 2.045 0.356  -0.411
N 0.352 0.968 1.156  -0.274
C 1.133 -0.113 0.585  -0.994
C 0.466 -1.057 -0.412  0.606
C -0.745 -1.746 0.211  -1.364
N 1.536 -1.942 -0.974  -0.687
H -2.082 1.071 0.113  0.235
H -1.944 2.546 -0.777  0.392
H -1.197 1.117 -1.470  0.296
H 0.613 2.452 -0.236  0.310
H -0.629 2.842 0.975  0.360
H 0.935 1.332 1.901  0.220
H 1.626 -0.704 1.372  0.347
H 1.975 0.339 0.026  0.340
H 0.133 -0.328 -1.157  0.049
H -1.322 -1.077 0.853  0.338
H -0.336 -2.420 0.979  0.393
H -1.507 -2.106 -0.479  0.318
H 1.214 -1.994 -1.934  0.281
H 1.398 -2.850 -0.557  0.302

C ends up most stable, edging out the next structure by 91.2 kJ/mol.

A.
The following is a quantum chemistry calculation of an isolated molecule of C5H14N2, from OMol25.

Calculated values
* HOMO level: -8.1 eV
* SMILES: CCNCCNC
* net charge: 0

Last column: Mulliken charge in e.
Cartesian coordinates (Å):
C -1.884 1.594 0.677  -1.018
C -0.667 0.811 1.333  -0.622
N 0.546 1.160 0.667  -0.232
C 0.696 0.699 -0.736  -0.554
C 1.467 -0.624 -0.799  -0.891
N 0.826 -1.878 -0.506  -0.356
C -0.679 -1.849 -0.724  -0.586
H -2.471 2.188 1.531  0.305
H -1.548 2.500 0.123  0.319
H -2.452 0.902 0.161  0.304
H -0.583 0.836 2.317  0.638
H -0.765 -0.300 1.154  0.093
H 0.903 1.989 1.141  0.218
H -0.253 0.651 -1.348  0.243
H 1.354 1.404 -1.187  0.456
H 2.501 -0.435 -0.160  0.291
H 1.993 -0.834 -1.702  0.393
H 1.256 -1.998 0.452  0.326
H -1.153 -2.788 -0.442  0.296
H -0.893 -1.716 -1.712  0.330
H -1.096 -1.152 0.041  0.046

B.
The following is a quantum chemistry calculation of an isolated molecule of C5H14N2, from OMol25.

Calculated values
* HOMO level: -8.9 eV
* SMILES: CC(C)CNCN
* net charge: 0

Last column: Mulliken charge in e.
Cartesian coordinates (Å):
C -1.915 -0.400 0.950  -1.359
C -1.314 0.321 -0.270  0.878
C -1.885 1.726 -0.356  -1.613
C 0.193 0.311 -0.303  -1.026
N 0.727 -0.986 -0.697  -0.319
C 2.168 -1.108 -0.591  -0.606
N 2.753 -0.643 0.663  -0.472
H -1.944 0.287 1.804  0.321
H -2.905 -0.766 0.696  0.332
H -1.208 -1.101 1.396  0.408
H -1.615 -0.211 -1.170  0.192
H -1.467 2.372 0.422  0.355
H -2.966 1.772 -0.217  0.402
H -1.687 2.208 -1.319  0.396
H 0.525 1.019 -1.084  0.385
H 0.671 0.782 0.557  0.318
H 0.299 -1.683 -0.091  0.281
H 2.608 -0.534 -1.413  0.332
H 2.426 -2.152 -0.727  0.405
H 3.351 0.157 0.542  0.199
H 3.183 -1.371 1.208  0.191

B ends up most stable, edging out the next structure by 284.5 kJ/mol.

A.
The following is a quantum chemistry calculation of an isolated molecule of C5H14N2, from OMol25.

Calculated values
* HOMO level: -8.8 eV
* SMILES: CC(C)[C@H](N)CN
* net charge: 0

Last column: Mulliken charge in e.
Cartesian coordinates (Å):
C 0.264 -1.752 0.956  -1.346
C 0.342 -1.011 -0.404  0.279
C -1.036 -1.443 -1.139  -1.255
C 0.579 0.476 -0.237  -0.446
N 1.919 0.965 0.219  -0.740
C -0.551 1.173 0.785  -0.646
N -1.008 2.435 0.235  -0.575
H 0.896 -1.130 1.623  0.379
H 0.587 -2.805 1.065  0.336
H -0.743 -1.812 1.384  0.305
H 1.117 -1.264 -1.079  0.398
H -1.047 -0.963 -2.136  0.355
H -1.965 -1.068 -0.511  0.256
H -1.155 -2.565 -1.214  0.361
H 0.448 0.861 -1.217  0.623
H 2.508 0.794 -0.619  0.308
H 1.744 1.968 0.050  0.271
H 0.166 1.108 1.670  0.457
H -1.444 0.463 0.749  0.221
H -1.082 2.391 -0.756  0.232
H -0.540 3.180 0.577  0.229

B.
The following is a quantum chemistry calculation of an isolated molecule of C5H14N2, from OMol25.

Calculated values
* HOMO level: -9.0 eV
* SMILES: CNCC[C@H](C)N
* net charge: 0

Last column: Mulliken charge in e.
Cartesian coordinates (Å):
C -0.376 -2.923 1.007  -0.737
N 0.696 -1.853 1.122  -0.489
C 0.019 -0.508 1.284  -0.522
C 0.575 0.521 0.208  -0.981
C -0.425 1.340 -0.702  0.524
C -0.178 0.742 -2.120  -1.476
N -0.189 2.797 -0.532  -0.652
H -0.177 -3.604 1.857  0.237
H -1.395 -2.514 1.238  0.272
H -0.215 -3.422 0.084  0.322
H 1.022 -1.732 0.153  0.300
H 0.288 -0.305 2.271  0.354
H -1.058 -0.537 1.260  0.325
H 1.220 -0.081 -0.453  0.468
H 1.044 1.149 0.909  0.280
H -1.548 1.205 -0.183  0.290
H -1.055 0.897 -2.712  0.377
H -0.006 -0.305 -2.035  0.353
H 0.615 1.126 -2.757  0.332
H 0.756 3.028 -0.805  0.211
H -0.726 3.455 -1.013  0.211

C.
The following is a quantum chemistry calculation of an isolated molecule of C5H14N2, from OMol25.

Calculated values
* HOMO level: -8.3 eV
* SMILES: CNC[C@H](C)NC
* net charge: 0

Last column: Mulliken charge in e.
Cartesian coordinates (Å):
C -0.441 -0.552 2.918  -0.740
N 0.055 0.056 1.722  -0.352
C 0.406 -0.902 0.752  -0.666
C 0.121 -0.436 -0.755  0.136
C 1.479 0.364 -1.169  -1.297
N -1.110 0.322 -0.930  -0.374
C -1.228 0.958 -2.312  -1.159
H 0.212 -0.126 3.812  0.243
H -0.569 -1.669 2.917  0.267
H -1.412 -0.029 3.176  0.255
H 0.985 0.525 1.932  0.310
H 1.527 -1.166 0.798  0.205
H -0.028 -1.982 0.786  0.428
H -0.008 -1.283 -1.444  0.257
H 1.663 1.317 -0.506  0.230
H 1.290 0.738 -2.144  0.443
H 2.298 -0.367 -1.226  0.378
H -1.209 0.982 -0.194  0.275
H -2.110 0.542 -2.706  0.389
H -1.387 1.935 -2.315  0.429
H -0.533 0.772 -3.113  0.343

A ends up most stable, edging out the next structure by 51.3 kJ/mol.